(1)
{"formula": "C31H57N4O2P2Pb", "method": "ωB97M-V with the def2-TZVPD basis set", "total_charge": 1, "homo_lumo_gap_ev": 5.6232, "elements": ["C", "C", "C", "C", "C", "H", "H", "H", "N", "P", "P", "C", "H", "H", "C", "O", "C", "H", "C", "C", "C", "C", "C", "H", "H", "H", "C", "H", "H", "H", "C", "H", "H", "H", "C", "H", "H", "H", "C", "H", "H", "H", "C", "H", "H", "H", "C", "H", "H", "H", "C", "H", "H", "H", "C", "H", "H", "H", "C", "H", "H", "H", "C", "H", "H", "H", "C", "H", "H", "H", "Pb", "N", "C", "C", "C", "C", "C", "H", "H", "H", "H", "H", "H", "H", "H", "H", "C", "N", "C", "N", "O", "H", "H", "H", "H", "H", "H"], "positions_angstrom": [[2.353, -0.975, -0.888], [0.546, -0.413, -2.283], [3.091, -1.459, -1.966], [1.348, -0.712, -3.425], [2.607, -1.250, -3.261], [4.046, -1.939, -1.765], [0.898, -0.585, -4.409], [3.217, -1.516, -4.121], [1.175, -0.362, -1.053], [2.361, 0.011, 1.785], [-2.302, 0.079, -1.537], [2.873, -1.233, 0.535], [2.513, -2.219, 0.880], [3.972, -1.304, 0.517], [-1.705, 2.333, 2.643], [-2.581, 2.700, 3.279], [-0.852, -0.258, -2.472], [-1.095, -0.293, -3.546], [-3.461, -1.313, -2.303], [-2.963, 1.805, -2.128], [2.129, -0.887, 3.465], [3.807, 1.221, 1.644], [-4.334, -1.736, -1.116], [-4.999, -0.931, -0.772], [-4.963, -2.592, -1.405], [-3.704, -2.038, -0.271], [-4.346, -0.936, -3.495], [-5.028, -0.101, -3.302], [-3.765, -0.731, -4.402], [-4.980, -1.807, -3.726], [-2.572, -2.478, -2.737], [-3.205, -3.349, -2.954], [-1.992, -2.262, -3.640], [-1.867, -2.751, -1.946], [-4.409, 1.970, -1.631], [-4.455, 1.905, -0.535], [-4.765, 2.968, -1.926], [-5.110, 1.235, -2.039], [-2.131, 2.920, -1.480], [-2.195, 2.897, -0.384], [-1.075, 2.885, -1.771], [-2.532, 3.893, -1.807], [-2.837, 1.946, -3.643], [-3.447, 1.228, -4.196], [-3.180, 2.952, -3.929], [-1.793, 1.843, -3.961], [3.522, 2.399, 2.590], [4.360, 3.106, 2.517], [2.604, 2.934, 2.307], [3.431, 2.087, 3.639], [3.870, 1.741, 0.197], [4.106, 0.943, -0.519], [2.934, 2.229, -0.111], [4.672, 2.491, 0.138], [5.160, 0.576, 1.982], [5.938, 1.335, 1.806], [5.234, 0.269, 3.030], [5.397, -0.283, 1.344], [1.829, -2.377, 3.242], [2.709, -2.936, 2.894], [1.524, -2.823, 4.202], [1.004, -2.525, 2.531], [0.917, -0.232, 4.157], [-0.013, -0.371, 3.586], [0.775, -0.707, 5.139], [1.065, 0.844, 4.322], [3.359, -0.762, 4.370], [4.236, -1.268, 3.948], [3.611, 0.280, 4.604], [3.130, -1.259, 5.325], [0.006, 0.920, 0.732], [-0.904, -1.361, 0.533], [-1.366, -2.409, 0.271], [-1.785, -3.817, 0.725], [-2.109, -4.725, -0.451], [-0.626, -4.449, 1.491], [-3.008, -3.683, 1.633], [-3.011, -4.394, -0.977], [-1.267, -4.757, -1.152], [-2.287, -5.744, -0.080], [-0.466, -3.940, 2.447], [-0.841, -5.506, 1.697], [0.299, -4.403, 0.902], [-3.255, -4.658, 2.070], [-2.816, -2.962, 2.438], [-3.884, -3.332, 1.077], [2.054, 5.286, -1.724], [1.458, 5.429, -0.410], [0.886, 4.416, 0.268], [0.361, 4.768, 1.491], [0.880, 3.229, -0.166], [2.937, 4.635, -1.700], [2.363, 6.282, -2.051], [1.339, 4.883, -2.452], [1.432, 6.345, 0.023], [-0.303, 4.135, 1.935], [0.250, 5.761, 1.666]], "forces_ev_per_a": [[0.9314, -0.6118, -0.4913], [-2.0745, 0.2526, 0.1346], [0.2234, 0.1235, 1.5816], [1.1622, -0.6053, -0.3262], [-1.0953, 0.5723, -0.6352], [-0.1835, 0.0628, -0.1624], [0.2148, -0.0292, 0.2312], [-0.1622, 0.0204, 0.1202], [-0.6495, 0.5642, 0.7889], [0.7758, -0.5016, -0.1793], [-0.3520, 0.7855, -0.0159], [-0.0543, -0.4091, -0.2461], [0.0253, 0.4206, -0.3202], [-0.4316, -0.0143, -0.0444], [-2.4664, 1.3135, 2.1783], [1.8964, -0.9295, -1.5008], [1.5706, 0.7170, -1.0803], [0.2517, -0.0333, 0.3428], [0.2156, 0.8503, 0.3092], [0.0957, -0.8810, -0.0710], [0.3777, 0.2753, -0.2078], [-0.1167, -0.0509, 0.5193], [-0.1716, -0.1848, -0.1392], [0.2054, -0.1417, -0.1010], [0.0245, 0.0851, 0.1084], [-0.2372, 0.2061, -0.2285], [-0.2291, -0.2765, -0.1211], [0.2514, -0.2346, -0.1059], [-0.0938, -0.0168, 0.2662], [0.1105, 0.1425, 0.0324], [-0.0926, -0.1402, 0.0388], [0.0367, 0.0969, 0.0347], [-0.1201, 0.0280, 0.2278], [-0.0610, 0.0608, -0.3791], [0.0427, 0.1145, -0.0925], [0.0293, 0.0058, -0.1814], [-0.0321, -0.1665, 0.0962], [0.1981, 0.2052, 0.1114], [0.0372, -0.0491, -0.0688], [0.0003, -0.0603, -0.0732], [-0.1308, -0.1102, 0.0260], [0.0826, -0.2043, 0.0685], [-0.2646, 0.4481, -0.1359], [0.1787, 0.2102, 0.1469], [0.0846, -0.1251, -0.0807], [-0.1751, 0.0059, 0.0675], [0.1405, 0.1177, 0.0174], [-0.2250, -0.0777, 0.0962], [0.1755, -0.1331, 0.0220], [0.0505, 0.1113, -0.2653], [-0.2463, -0.0313, -0.0918], [-0.0619, 0.1821, 0.1367], [0.2368, -0.1857, 0.0449], [-0.1499, -0.1777, 0.0734], [0.1588, 0.1898, 0.1827], [-0.1320, -0.2059, 0.0299], [0.0261, 0.1271, -0.3172], [-0.0473, 0.2234, 0.1428], [-0.0770, 0.0052, -0.0352], [-0.2308, 0.1917, 0.0433], [0.0580, 0.1669, -0.2171], [0.2616, 0.0686, 0.1567], [0.0754, 0.0114, 0.0385], [0.1790, -0.0235, 0.0564], [-0.0091, 0.1443, -0.2061], [0.0031, -0.1896, -0.0437], [-0.0215, -0.1574, 0.3765], [-0.2527, 0.1533, 0.0785], [-0.0213, -0.3086, -0.0937], [0.0630, 0.1167, -0.1937], [-0.0468, -0.2450, -2.0202], [-1.2629, -3.5155, -0.6877], [1.4540, 1.3497, 2.9581], [-0.3338, -0.1073, -0.8657], [-0.1958, -0.2551, -0.3337], [0.5657, 0.2462, 0.1924], [-0.2912, 0.3993, 0.2172], [0.2683, -0.1245, 0.0769], [-0.2385, -0.0766, 0.0426], [0.0423, 0.2628, -0.0371], [-0.0046, -0.1151, -0.1398], [-0.0872, 0.3096, -0.0885], [-0.1371, -0.0422, 0.1584], [0.1738, 0.1845, -0.1092], [-0.0434, -0.2432, -0.0767], [0.1999, -0.1890, 0.1857], [0.1966, -0.0581, -0.3118], [-0.2295, 0.0786, 0.3524], [0.0255, -1.2464, -0.3344], [-0.0937, -0.0861, -0.1173], [0.0529, 1.6730, 0.6919], [-0.2438, 0.1323, 0.0321], [-0.0372, -0.2232, 0.0087], [0.1394, 0.0726, 0.2528], [0.0889, -0.2774, -0.3246], [0.4335, 0.4258, -0.3736], [-0.1775, -0.4395, 0.1765]]}

(2)
{"formula": "C31H58AlO36S9", "method": "ωB97M-V with the def2-TZVPD basis set", "total_charge": -1, "homo_lumo_gap_ev": 5.0849, "elements": ["C", "C", "C", "C", "Al", "C", "C", "C", "C", "C", "C", "C", "C", "C", "H", "H", "H", "H", "H", "H", "H", "H", "H", "H", "H", "H", "H", "H", "H", "H", "H", "H", "H", "H", "H", "H", "C", "C", "O", "S", "O", "O", "O", "H", "H", "H", "H", "C", "C", "O", "S", "O", "O", "O", "H", "H", "H", "H", "C", "C", "O", "S", "O", "O", "O", "H", "H", "H", "H", "C", "C", "O", "S", "O", "O", "O", "H", "H", "H", "H", "C", "C", "O", "S", "O", "O", "O", "H", "H", "H", "H", "C", "C", "O", "S", "O", "O", "O", "H", "H", "H", "H", "C", "C", "O", "S", "O", "O", "O", "H", "H", "H", "H", "C", "C", "O", "S", "O", "O", "O", "H", "H", "H", "H", "C", "C", "O", "S", "O", "O", "O", "H", "H", "H", "H"], "positions_angstrom": [[-1.202, 3.457, 0.641], [-2.181, 2.245, 0.496], [-3.431, 2.729, -0.293], [-2.562, 1.689, 1.897], [-2.195, -0.328, 1.910], [-3.784, -1.371, 1.159], [-3.401, -2.488, 0.135], [-3.204, -1.840, -1.261], [-1.818, -1.895, -1.875], [-0.637, -2.215, -1.207], [0.586, -2.190, -1.876], [0.668, -1.852, -3.224], [-0.504, -1.555, -3.926], [-1.709, -1.572, -3.236], [-0.170, 3.153, 0.436], [-1.275, 3.874, 1.649], [-1.428, 4.279, -0.052], [-1.632, 1.500, -0.096], [-3.529, 2.266, -1.285], [-3.428, 3.812, -0.447], [-4.343, 2.486, 0.261], [-3.635, 1.824, 2.081], [-1.979, 2.174, 2.687], [-0.871, -0.533, 0.998], [-1.780, -0.840, 3.410], [-4.345, -1.831, 1.985], [-4.468, -0.668, 0.659], [-2.543, -3.069, 0.482], [-4.258, -3.175, 0.086], [-3.468, -0.778, -1.174], [-3.923, -2.266, -1.971], [-0.658, -2.449, -0.151], [1.505, -2.413, -1.338], [1.640, -1.824, -3.715], [-0.490, -1.286, -4.977], [-2.612, -1.319, -3.794], [0.574, 5.835, 4.611], [2.016, 5.814, 4.147], [2.436, 4.462, 4.333], [1.182, 3.474, 4.093], [1.250, 2.990, 2.763], [1.066, 2.624, 5.216], [0.028, 4.596, 4.166], [0.508, 5.868, 5.702], [0.014, 6.666, 4.189], [2.649, 6.489, 4.717], [2.094, 6.053, 3.083], [5.233, 0.062, 6.004], [5.643, 0.380, 7.427], [4.738, 1.399, 7.848], [3.312, 1.172, 7.131], [2.461, 0.477, 8.031], [2.917, 2.373, 6.497], [3.809, 0.129, 6.012], [5.609, 0.811, 5.303], [5.561, -0.926, 5.688], [6.669, 0.733, 7.497], [5.511, -0.484, 8.082], [1.362, 1.518, -3.462], [1.423, 1.496, -4.970], [1.851, 2.822, -5.330], [2.828, 3.392, -4.194], [4.175, 3.194, -4.607], [2.352, 4.669, -3.799], [2.489, 2.321, -3.060], [0.452, 2.006, -3.108], [1.428, 0.524, -3.031], [0.465, 1.267, -5.425], [2.174, 0.788, -5.329], [-2.532, -0.373, -9.438], [-3.166, -1.549, -8.730], [-2.780, -1.398, -7.361], [-2.663, 0.159, -7.009], [-3.866, 0.576, -6.384], [-1.388, 0.389, -6.430], [-2.656, 0.720, -8.512], [-1.475, -0.543, -9.624], [-3.031, -0.136, -10.374], [-2.825, -2.501, -9.120], [-4.257, -1.501, -8.784], [-1.289, -5.800, -9.840], [-0.526, -5.750, -11.147], [-0.113, -4.382, -11.267], [0.167, -3.779, -9.807], [1.555, -3.841, -9.539], [-0.571, -2.570, -9.677], [-0.564, -4.928, -8.964], [-2.302, -5.407, -9.954], [-1.335, -6.801, -9.422], [-1.135, -6.039, -11.999], [0.369, -6.374, -11.112], [5.528, 2.392, 13.171], [5.444, 0.882, 13.260], [4.392, 0.527, 12.361], [4.369, 1.561, 11.124], [5.072, 0.998, 10.031], [3.055, 2.069, 10.995], [5.305, 2.690, 11.792], [4.740, 2.869, 13.758], [6.496, 2.774, 13.487], [5.217, 0.535, 14.265], [6.366, 0.411, 12.912], [-2.752, -2.934, 6.147], [-2.064, -4.249, 5.871], [-3.126, -5.134, 5.485], [-4.258, -4.293, 4.711], [-4.046, -4.445, 3.318], [-5.512, -4.568, 5.322], [-3.770, -2.834, 5.150], [-3.233, -2.937, 7.129], [-2.075, -2.086, 6.076], [-1.541, -4.639, 6.741], [-1.368, -4.165, 5.034], [4.036, -5.431, -2.164], [4.080, -3.932, -1.967], [3.933, -3.749, -0.554], [4.614, -4.978, 0.218], [5.923, -4.601, 0.622], [3.674, -5.517, 1.130], [4.749, -5.966, -1.043], [3.010, -5.806, -2.131], [4.504, -5.742, -3.094], [3.286, -3.419, -2.503], [5.047, -3.519, -2.262], [-3.450, 5.538, -4.593], [-4.095, 4.247, -4.138], [-4.491, 4.501, -2.787], [-4.893, 6.041, -2.624], [-6.304, 6.165, -2.726], [-4.168, 6.589, -1.537], [-4.246, 6.570, -3.999], [-2.430, 5.629, -4.215], [-3.445, 5.640, -5.676], [-3.415, 3.400, -4.181], [-4.992, 4.022, -4.720]], "forces_ev_per_a": [[0.0189, -0.1579, -0.2604], [-0.1362, 1.3710, 0.2393], [-0.1264, -0.4411, 0.0646], [0.1873, -0.8960, -0.5484], [-0.0798, 0.3824, 0.3225], [0.5386, -0.2821, 0.0121], [-1.0060, 0.8747, 0.2073], [0.4284, -0.3232, 0.4454], [-0.0064, -0.0313, -0.6287], [-0.0512, -0.0644, -0.0105], [0.0832, 0.0861, -0.1835], [-0.1332, -0.1873, -0.0127], [0.1642, -0.0132, 0.4905], [-0.0725, 0.0532, -0.3075], [-0.0399, 0.0751, 0.3324], [0.1812, -0.0478, -0.0944], [-0.0265, -0.2004, -0.0639], [-0.2701, -0.0685, 0.0389], [0.0941, 0.0283, 0.0966], [0.0183, -0.0965, 0.0680], [0.0370, -0.0114, -0.1673], [0.1670, 0.2357, 0.1555], [-0.1630, 0.0024, -0.0287], [0.0884, -0.0642, -0.1622], [-0.1178, -0.1853, 0.1959], [0.0700, 0.1292, -0.0243], [-0.0567, -0.1586, 0.0816], [0.0003, 0.0687, -0.1574], [0.3048, -0.1752, -0.2173], [0.0692, -0.0903, -0.0258], [0.1933, 0.0271, -0.0316], [0.0086, 0.0540, -0.0998], [-0.1964, 0.0248, 0.0996], [-0.1418, -0.0230, -0.0286], [0.0800, -0.0710, 0.0987], [0.0399, -0.0527, 0.1764], [0.0409, 0.1147, 0.4004], [-0.0392, 0.1317, -0.4462], [-0.2651, 0.0920, 0.3303], [-0.1935, -0.0518, -0.0635], [0.0169, -0.1032, 0.1311], [-0.9598, 0.1239, -0.9293], [0.3041, 0.0658, -0.2426], [0.0392, 0.0394, -0.0073], [-0.1104, -0.1560, -0.1235], [0.0958, -0.1946, 0.0997], [-0.0425, 0.0650, 0.0194], [0.3097, 0.2944, -0.2199], [-0.0335, -0.4056, 0.1811], [-0.3709, 0.2948, -2.0164], [0.2769, -0.0115, -0.1035], [-0.0824, 0.0716, -0.0804], [1.0458, -0.1483, 1.0740], [-0.0464, -0.1073, 0.3541], [0.0379, -0.0191, 0.0145], [-0.2225, -0.0542, -0.0069], [-0.0882, 0.2022, 0.0656], [0.0527, -0.0176, -0.0281], [-0.5526, 0.0667, 0.1683], [0.2805, -0.4393, -0.0342], [-0.0944, 0.2003, 0.2835], [-0.2895, -0.4291, 0.0927], [0.0492, 0.2114, 0.1061], [0.1900, 0.1080, -0.1682], [0.2201, 0.0390, -0.4532], [0.0026, -0.0404, 0.0244], [0.1804, 0.1272, 0.1469], [-0.0107, 0.2447, -0.0663], [-0.0155, -0.0082, 0.0175], [0.4106, -0.1340, -0.2189], [-0.6729, 0.1078, -0.1905], [0.3863, 0.2326, -0.0494], [-0.1585, -0.2708, -0.4284], [0.1842, 0.2580, 0.1478], [-0.1587, 0.0959, 0.1541], [-0.3247, -0.1970, 0.2310], [-0.0177, -0.0144, 0.0023], [-0.1130, 0.2312, 0.1376], [0.1675, -0.0159, 0.2330], [0.0116, 0.0194, -0.0095], [-0.4273, 0.0361, -0.1804], [0.3189, -0.3875, 0.0881], [-0.3586, 0.1639, 0.2147], [0.0250, -0.3836, -0.0360], [-0.0470, 0.2009, 0.1179], [0.3444, -0.1382, -0.1608], [0.2567, 0.0245, -0.2028], [-0.0007, -0.0397, -0.0204], [0.1437, 0.0878, 0.1829], [0.0107, 0.2572, -0.0756], [-0.0388, -0.0323, 0.0125], [-0.2781, 0.1277, 0.3424], [0.4539, -0.1224, -0.1175], [-0.1834, 0.3731, 0.0607], [0.0963, -0.0649, 0.1967], [0.1947, -0.1385, 1.5398], [0.0020, -0.1025, -0.0795], [0.1403, -0.3439, -0.0699], [0.0200, -0.0286, 0.0325], [0.0327, 0.0549, -0.2189], [-0.2200, -0.0658, -0.0880], [0.0278, 0.0377, 0.0569], [0.0737, 0.1937, 0.4995], [0.3943, 0.1461, -0.3920], [-0.2977, 0.1272, 0.3018], [0.5301, 0.3931, 0.1299], [-0.3652, -0.0424, -0.0357], [-0.0248, -0.1874, -0.1632], [-0.0463, -0.4877, -0.2522], [0.0179, -0.0225, -0.0017], [-0.1303, 0.0629, -0.2835], [-0.1932, -0.1846, 0.0149], [0.0015, 0.0685, 0.0246], [-0.4942, -0.0575, -0.0806], [0.4142, 0.1783, -0.3009], [-0.1721, -0.4242, 0.0525], [-0.1107, 0.1562, -0.2894], [-0.0170, -0.1640, 0.1256], [0.1216, 0.0754, 0.1330], [0.1882, 0.2719, 0.0330], [-0.0037, 0.0393, -0.0148], [0.1817, -0.0890, 0.1393], [-0.1208, 0.0529, 0.2562], [-0.0204, -0.0235, -0.0538], [0.4845, -0.1057, 0.1171], [-0.2979, -0.1477, -0.3755], [0.2004, 0.4365, 0.0076], [0.1809, -0.3144, -0.2254], [0.0295, 0.2088, 0.0890], [-0.1948, 0.0090, 0.1021], [-0.2939, -0.1846, -0.0033], [-0.0029, -0.0388, -0.0132], [-0.1635, 0.1739, 0.0316], [-0.0176, -0.0099, 0.2706], [0.0459, -0.0162, -0.0400]]}

Results for HOMO: -8.268, -4.068 (in eV, following the order of the records).
Results for E: -2460.2531, -7750.5315 (in Eh, following the order of the records).